Here is a single C4H3NO2 molecule from the OMol25 dataset. Energies are from ωB97M-V with the def2-TZVPD basis set.

The geometry in XYZ format:
```
10
Properties=species:S:1:pos:R:3:forces:R:3
C 2.471 0.434 -1.080 0.05 0.31 0.41
H 1.062 0.183 1.826 -0.36 0.14 0.05
N -0.001 -0.029 0.125 -0.94 0.11 0.60
H -0.890 -0.382 -1.795 -0.07 -0.07 0.02
C 1.092 -0.238 0.817 1.18 -0.51 -0.11
H -0.899 0.227 0.550 0.42 0.26 -0.13
C 1.263 -0.007 -1.728 -0.35 -0.09 0.23
O 3.141 -0.052 -2.164 0.59 0.35 0.96
O 1.948 -0.382 -2.882 -1.21 -0.53 -0.96
C 0.012 -0.167 -1.246 0.69 0.03 -1.05
```
Forces are in eV/Å.

The calculation puts the electronic energy at -359.123606 a.u. As for the frontier orbital gap: 0.293 Eh.

***

Here is a single C4H3NO2S molecule from the OMol25 dataset. Energies are from ωB97M-V with the def2-TZVPD basis set.

The geometry in XYZ format:
```
11
Properties=species:S:1:pos:R:3:forces:R:3
H 3.133 -1.649 -0.079 -0.86 1.34 0.22
C -1.081 0.303 0.096 -1.22 2.33 0.38
C 0.373 0.040 0.242 1.10 5.39 -2.67
C 2.300 -0.898 0.028 0.15 -1.16 -0.47
H 0.336 -2.168 0.555 1.95 2.46 -1.00
S -2.279 -0.779 -0.182 1.22 0.55 0.44
H -0.603 2.253 -0.250 -2.91 -2.29 2.11
O -1.426 1.670 0.215 3.61 0.12 -2.33
O 2.567 0.415 -0.236 -2.96 -1.71 0.93
C 0.937 -1.173 0.258 1.99 -3.45 1.14
N 1.330 1.101 -0.128 -2.07 -3.59 1.27
```
Forces are in eV/Å.

The calculation puts the electronic energy at -757.521535 a.u. Its structure (SMILES) is OC(=S)c1ccon1. As for the frontier orbital gap: 0.305 Eh.

***

Here is a single C4H3NO3 molecule from the OMol25 dataset. Energies are from ωB97M-V with the def2-TZVPD basis set.

The geometry in XYZ format:
```
11
Properties=species:S:1:pos:R:3:forces:R:3
O -2.519 0.885 0.381 -3.94 1.55 1.27
O 1.505 1.212 1.745 0.13 0.48 0.71
C -1.454 0.485 0.223 2.47 -0.91 -2.85
H 0.883 -1.626 0.655 0.46 -0.30 -0.72
H 0.897 0.455 -1.690 -0.02 -1.02 0.01
C 0.769 0.458 1.217 1.23 0.13 -1.64
N -0.550 0.175 1.207 1.79 -1.79 0.01
O -1.059 0.260 -1.106 2.74 -1.28 1.46
C 0.338 -0.351 -1.168 -1.16 1.61 -0.10
C 0.940 -0.650 0.180 -3.64 1.75 2.89
H 0.249 -1.302 -1.644 -0.05 -0.20 -1.05
```
Forces are in eV/Å.

The calculation puts the electronic energy at -434.587110 a.u. As for the frontier orbital gap (spin up / spin down): 0.325 / 0.325 Eh.

***

Here is a molecular structure, C4H3NO3 from the OMol25 dataset. Energies are from ωB97M-V with the def2-TZVPD basis set.

The geometry in XYZ format:
```
11
Properties=species:S:1:pos:R:3:forces:R:3
O 2.463 0.712 -0.087 0.24 0.66 0.30
C -0.087 0.659 -0.132 2.74 4.22 2.01
C -2.426 -0.076 -0.137 -5.29 1.80 0.97
O 1.285 -1.241 -0.259 1.27 3.79 1.20
H -0.546 -0.549 1.437 -2.88 -0.35 -3.34
H 3.384 0.304 -0.269 -2.82 -0.09 0.46
C -1.121 -0.522 0.190 4.63 -0.74 0.38
H -0.729 -1.605 -0.382 -1.30 3.59 1.89
O -0.022 1.928 -0.078 -2.19 -5.14 -0.73
C 1.322 0.016 -0.043 1.39 -5.92 -3.16
N -3.523 0.375 -0.240 4.21 -1.82 0.02
```
Forces are in eV/Å.

The calculation puts the electronic energy at -434.568662 a.u. As for the frontier orbital gap: 0.348 Eh.

***

Per-record max |F|, eV Å⁻¹: 1.64; 6.11; 4.97; 6.85
Per-record energy above the lowest of the compared OMol25 structures with the same formula, charge and spin, eV: 9.4355; 3.8441; 3.8158; 4.3178